# 1
The following is a DFT calculation (ωB97M-V/def2-TZVPD) of a cluster of 8 separate species, C13H36O11S in total.

Results
SMILES: O=S1(=O)CCCC1.O=C1OCCO1.CO.CO.CO.CO.CO.CO
LUMO in eV: 0.4346
Spin multiplicity: 1

Cartesian coordinates (Å):
C  -8.636  -6.986  9.094
C  -7.566  -6.010  8.622
C  -7.499  -6.088  7.061
S  -8.280  -7.682  6.557
O  -7.272  -8.500  5.813
O  -9.588  -7.255  5.974
C  -8.461  -8.285  8.323
H  -9.639  -6.624  8.870
H  -8.431  -7.007  10.164
H  -6.606  -6.308  9.043
H  -7.772  -4.998  8.972
H  -6.432  -6.243  6.905
H  -7.989  -5.350  6.425
H  -7.465  -8.704  8.471
H  -9.293  -8.988  8.329
C  -7.090  -9.487  11.751
O  -7.363  -10.724  12.432
H  -7.155  -8.693  12.496
H  -6.119  -9.440  11.258
H  -7.837  -9.261  10.989
H  -6.581  -11.007  12.911
C  -14.748  -7.174  13.573
O  -13.505  -7.000  14.188
H  -15.576  -6.960  14.249
H  -14.853  -6.398  12.815
H  -14.847  -8.151  13.102
H  -12.797  -7.345  13.640
C  -9.906  -12.191  9.897
O  -9.311  -11.793  8.734
H  -9.200  -12.057  10.716
H  -10.869  -11.767  10.181
H  -10.034  -13.268  9.797
H  -10.003  -11.317  8.268
C  -11.637  -14.594  12.817
O  -11.667  -13.190  12.633
H  -12.538  -15.110  12.485
H  -10.834  -15.102  12.284
H  -11.423  -14.765  13.872
H  -10.854  -12.868  13.030
C  -11.190  -9.130  11.745
O  -12.127  -8.099  11.930
H  -10.402  -8.951  12.477
H  -11.494  -10.158  11.941
H  -10.816  -9.154  10.722
H  -12.376  -7.817  11.047
C  -12.748  -9.342  8.575
O  -13.195  -7.986  8.806
H  -13.038  -9.832  9.504
H  -13.116  -9.816  7.665
H  -11.660  -9.351  8.496
H  -14.154  -7.982  8.826
C  -12.373  -3.890  13.279
C  -10.952  -4.422  13.510
O  -10.573  -5.060  12.317
C  -11.608  -5.070  11.452
O  -11.617  -5.506  10.293
O  -12.649  -4.302  11.950
H  -12.403  -2.806  13.391
H  -13.131  -4.224  13.988
H  -10.866  -5.089  14.368
H  -10.327  -3.540  13.646

# 2
The following is a DFT calculation (ωB97M-V/def2-TZVPD) of a cluster of 2 separate species, C5H14N2O in total.

Results
SMILES: C=NCC.NCCO
Energy relative to the best compared isomer or geometry (same formula, charge and spin) in eV: 2.572
LUMO in eV: 0.8935
Spin multiplicity: 1

Cartesian coordinates (Å):
C  -0.747  1.366  -0.921
C  -1.255  0.247  -1.826
C  -0.653  -0.425  -3.962
N  -1.021  0.531  -3.232
H  -1.293  1.335  0.017
H  0.320  1.299  -0.724
H  -0.953  2.334  -1.379
H  -2.330  0.152  -1.671
H  -0.803  -0.708  -1.530
H  -0.484  -1.440  -3.581
H  -0.504  -0.255  -5.023
C  0.305  0.139  2.267
O  0.789  1.448  2.003
C  1.412  -0.898  2.417
N  0.810  -2.234  2.399
H  -0.315  0.151  3.166
H  -0.360  -0.138  1.446
H  1.304  1.729  2.765
H  2.154  -0.727  1.632
H  1.878  -0.765  3.392
H  1.517  -2.935  2.589
H  0.469  -2.436  1.465

# 3
The following is a DFT calculation (ωB97M-V/def2-TZVPD) of a structure of composition C53H51N9P3S2Sn.

Results
Charge: +1
Energy relative to the best compared isomer or geometry (same formula, charge and spin) in eV: 1.931
LUMO in eV: -1.8974
Spin multiplicity: 1

Cartesian coordinates (Å):
Sn  -0.132  -0.494  0.414
C  1.553  0.626  5.625
C  1.258  0.787  4.163
N  0.819  -0.175  3.434
N  0.769  -1.395  4.031
C  -0.284  -2.100  4.065
N  -0.277  -3.352  4.594
S  -1.899  -1.554  3.469
C  1.477  2.116  3.541
C  1.653  3.255  4.325
C  1.848  4.480  3.709
C  1.868  4.542  2.327
C  1.681  3.363  1.624
N  1.494  2.187  2.207
H  1.619  -0.430  5.869
H  0.764  1.075  6.232
H  2.496  1.111  5.880
H  0.560  -3.709  5.025
H  -1.155  -3.801  4.770
H  1.617  3.189  5.403
H  1.983  5.375  4.303
H  2.016  5.477  1.804
H  1.672  3.351  0.536
N  -1.950  2.362  -1.191
P  -1.661  0.874  -2.001
C  -3.337  0.383  -2.543
C  -4.006  -0.501  -1.694
C  -5.290  -0.927  -1.999
C  -5.908  -0.479  -3.157
C  -5.247  0.397  -4.008
C  -3.964  0.831  -3.704
C  -0.894  1.496  -3.537
C  -0.143  2.668  -3.558
C  0.569  3.025  -4.696
C  0.557  2.209  -5.817
C  -0.189  1.037  -5.808
C  -0.904  0.681  -4.675
P  -1.953  2.461  0.523
C  -1.915  4.280  0.728
C  -2.316  4.815  1.953
C  -2.304  6.184  2.157
C  -1.876  7.037  1.148
C  -1.440  6.511  -0.058
C  -1.455  5.137  -0.268
C  -3.689  2.118  0.995
C  -4.774  2.260  0.135
C  -6.045  1.892  0.550
C  -6.242  1.372  1.822
C  -5.169  1.239  2.691
C  -3.898  1.618  2.278
H  -2.639  2.960  -1.641
H  -3.505  -0.847  -0.794
H  -5.804  -1.614  -1.339
H  -6.909  -0.811  -3.399
H  -5.730  0.748  -4.912
H  -3.455  1.505  -4.381
H  -0.112  3.300  -2.680
H  1.138  3.946  -4.707
H  1.122  2.487  -6.697
H  -0.217  0.403  -6.686
H  -1.498  -0.228  -4.673
H  -2.651  4.153  2.743
H  -2.639  6.589  3.104
H  -1.891  8.108  1.299
H  -1.098  7.170  -0.845
H  -1.109  4.738  -1.213
H  -4.645  2.655  -0.866
H  -6.882  2.002  -0.129
H  -7.234  1.074  2.137
H  -5.313  0.835  3.685
H  -3.057  1.509  2.954
C  0.193  -3.570  -4.658
C  -0.357  -3.240  -3.322
N  -1.296  -3.865  -2.689
N  -1.390  -3.200  -1.503
C  -0.539  -2.192  -1.355
S  -1.764  -2.139  1.504
N  0.122  -2.211  -2.531
N  1.137  -1.312  -2.828
H  -0.444  -4.310  -5.134
H  1.203  -3.974  -4.561
H  0.244  -2.676  -5.282
H  -2.046  -3.507  -0.802
H  1.883  -1.765  -3.343
H  0.775  -0.534  -3.372
C  5.487  -2.123  4.024
C  5.146  -0.943  3.376
C  4.201  -0.957  2.364
C  3.586  -2.151  1.990
C  3.918  -3.327  2.652
C  4.869  -3.310  3.664
P  2.433  -2.033  0.572
C  3.678  -1.696  -0.727
C  3.701  -0.422  -1.291
C  4.585  -0.120  -2.316
C  5.468  -1.089  -2.773
C  5.491  -2.343  -2.176
C  4.604  -2.644  -1.152
C  1.863  -3.741  0.288
C  1.116  -4.322  1.317
C  0.500  -5.550  1.137
C  0.602  -6.206  -0.082
C  1.320  -5.627  -1.117
C  1.941  -4.399  -0.938
H  6.242  -2.113  4.799
H  5.638  -0.015  3.640
H  3.947  -0.042  1.842
H  3.458  -4.264  2.366
H  5.135  -4.234  4.163
H  3.004  0.325  -0.926
H  4.578  0.866  -2.763
H  6.147  -0.863  -3.585
H  6.202  -3.087  -2.512
H  4.635  -3.622  -0.686
H  1.014  -3.799  2.261
H  -0.072  -5.990  1.944
H  0.126  -7.167  -0.227
H  1.388  -6.131  -2.074
H  2.497  -3.958  -1.756

# 4
The following is a DFT calculation (ωB97M-V/def2-TZVPD) of a structure of composition C26H24N9O4OsS.

Results
Charge: +1
LUMO (alpha / beta) in eV: -3.6693 / -5.4425
Spin multiplicity: 5

Cartesian coordinates (Å):
Os  -2.179  -11.170  17.224
N  -2.279  -15.334  18.700
C  -2.154  -14.084  19.134
N  -2.345  -13.238  18.091
C  -2.599  -14.110  17.022
N  -2.593  -15.425  17.356
C  -2.798  -13.596  15.716
C  -2.869  -14.440  14.623
N  -2.916  -14.041  13.303
C  -3.004  -12.768  13.108
C  -2.940  -11.691  14.188
N  -2.719  -12.252  15.521
H  -2.237  -16.153  19.273
H  -1.831  -13.877  20.135
H  -3.081  -15.501  14.762
H  -3.110  -12.472  12.069
H  -2.104  -10.947  13.914
O  -1.329  -10.351  19.299
C  -2.517  -10.365  19.809
O  -3.507  -10.816  19.127
C  -2.807  -9.856  21.172
C  -1.843  -9.245  21.980
C  -2.121  -8.855  23.303
C  -3.430  -8.905  23.747
C  -4.420  -9.475  22.939
C  -4.116  -9.980  21.711
N  -3.749  -8.321  25.035
O  -4.913  -8.287  25.477
O  -2.794  -7.752  25.678
H  -0.898  -9.008  21.567
H  -1.370  -8.368  23.934
H  -5.423  -9.619  23.364
H  -4.888  -10.441  21.064
C  -4.273  -10.949  14.253
C  -4.728  -10.219  13.057
C  -4.000  -9.192  12.474
C  -4.551  -8.464  11.414
C  -5.854  -8.632  10.991
C  -6.672  -9.491  11.741
C  -6.070  -10.330  12.657
H  -4.193  -10.167  15.058
H  -5.046  -11.725  14.590
H  -3.069  -8.854  12.885
H  -3.989  -7.648  10.968
H  -6.284  -8.032  10.224
H  -7.706  -9.637  11.462
H  -6.725  -11.012  13.191
C  -0.172  -6.273  16.077
C  -1.248  -7.241  16.421
C  -2.623  -7.090  16.483
C  -3.193  -8.350  16.758
N  -2.182  -9.241  16.727
N  -0.992  -8.580  16.550
C  -4.626  -8.567  17.078
H  0.617  -6.353  16.848
H  -0.652  -5.264  16.182
H  0.175  -6.430  15.034
H  -3.204  -6.181  16.437
H  -0.095  -9.092  16.569
H  -5.100  -7.600  17.406
H  -4.666  -9.315  17.854
H  -5.214  -8.943  16.177
S  2.195  -11.825  17.636
C  0.749  -11.503  17.191
N  -0.374  -11.300  16.708

# 5
The following is a DFT calculation (ωB97M-V/def2-TZVPD) of the molecule C2H3ClN2O.

Results
SMILES: Cl[C@H]1N=NCO1
Energy relative to the best compared isomer or geometry (same formula, charge and spin) in eV: 2.068
LUMO in eV: 0.0322
Spin multiplicity: 1

Cartesian coordinates (Å):
C  0.990  -0.113  0.548
C  -0.837  -0.109  -0.678
N  0.637  1.235  0.221
N  -0.403  1.248  -0.412
O  0.138  -0.933  -0.204
Cl  -2.398  -0.495  0.203
H  2.117  -0.166  0.458
H  0.949  -0.345  1.707
H  -1.194  -0.323  -1.842

# 6
The following is a DFT calculation (ωB97M-V/def2-TZVPD) of a structure of composition C11H16O3S.

Results
Energy relative to the best compared isomer or geometry (same formula, charge and spin) in eV: 5.736
LUMO in eV: 0.1579
Spin multiplicity: 1

Cartesian coordinates (Å):
C  4.557  1.482  -1.288
C  3.226  1.289  -1.679
C  4.802  0.876  -0.120
C  2.583  0.228  -1.056
C  0.961  -0.680  -1.553
C  -0.715  0.050  -0.270
C  -0.584  -1.517  -0.116
C  -2.193  0.545  -0.558
C  -0.184  0.894  0.969
C  -0.566  -2.217  1.270
C  -1.784  -2.201  -0.904
O  3.998  -1.341  0.812
O  0.004  0.367  -1.431
O  0.648  -1.740  -0.797
S  3.381  -0.058  0.534
H  5.290  2.084  -1.879
H  2.778  1.716  -2.551
H  5.725  0.758  0.467
H  1.209  -0.988  -2.527
H  -2.114  1.544  -0.761
H  -2.792  0.461  0.320
H  -2.684  -0.123  -1.356
H  -0.305  1.973  0.828
H  0.961  0.666  1.060
H  -0.580  0.551  1.952
H  -1.500  -2.499  1.747
H  0.139  -1.663  1.899
H  -0.035  -3.150  1.019
H  -1.474  -3.194  -1.248
H  -2.196  -1.614  -1.751
H  -2.492  -2.314  -0.146

# 7
The following is a DFT calculation (ωB97M-V/def2-TZVPD) of a structure of composition C27H30Cl2F10N9O2PrS.

Results
Energy relative to the best compared isomer or geometry (same formula, charge and spin) in eV: 0.327
LUMO (alpha / beta) in eV: 0.0820 / 0.0822
Spin multiplicity: 3

Cartesian coordinates (Å):
Pr  -0.890  -0.283  0.391
C  -1.644  0.632  3.687
N  -0.440  0.166  2.990
C  -0.066  -1.132  3.554
C  1.108  -1.762  2.889
N  1.095  -1.623  1.435
C  2.113  -2.194  0.727
C  2.082  -2.053  -0.693
F  1.006  -1.342  -1.221
C  2.967  -2.611  -1.588
F  2.879  -2.408  -2.919
C  3.982  -3.410  -1.093
F  4.873  -4.003  -1.891
C  4.076  -3.549  0.274
F  5.025  -4.419  0.684
C  3.181  -2.977  1.172
F  3.398  -3.239  2.501
C  0.654  1.150  3.229
C  1.831  1.140  2.245
N  1.282  1.229  0.895
C  2.167  1.439  -0.101
C  3.563  1.579  -0.010
F  4.214  1.235  1.123
C  4.331  1.922  -1.093
F  5.663  1.874  -1.033
C  3.730  2.132  -2.310
F  4.508  2.483  -3.342
C  2.399  1.905  -2.486
F  1.833  2.081  -3.692
C  1.676  1.586  -1.376
F  0.342  1.362  -1.583
H  -1.464  0.610  4.761
H  -2.431  -0.078  3.490
H  -1.941  1.657  3.408
H  -0.931  -1.817  3.458
H  0.144  -1.111  4.623
H  1.122  -2.826  3.187
H  2.050  -1.335  3.256
H  1.019  1.020  4.245
H  0.177  2.133  3.207
H  2.415  0.255  2.356
H  2.414  2.046  2.532
C  -2.159  0.716  -3.510
C  -2.677  1.314  -2.178
N  -2.965  0.291  -1.166
C  -3.982  -0.728  -1.495
C  -3.464  -2.010  -2.162
S  -1.863  -2.620  -1.518
C  -0.912  -2.672  -3.057
C  -1.099  -1.530  -4.001
N  -1.080  -0.188  -3.386
H  -2.980  0.262  -4.131
H  -1.912  1.630  -4.073
H  -1.899  1.998  -1.783
H  -3.599  1.894  -2.409
H  -3.351  0.818  -0.376
H  -4.467  -1.053  -0.565
H  -4.773  -0.249  -2.149
H  -4.177  -2.803  -2.102
H  -3.325  -1.846  -3.235
H  0.139  -2.724  -2.723
H  -1.148  -3.611  -3.562
H  -0.352  -1.521  -4.812
H  -2.056  -1.646  -4.505
H  -0.189  0.252  -3.572
N  0.660  6.213  1.183
C  0.378  4.925  0.912
N  1.408  4.100  0.680
N  -0.867  4.574  0.985
C  -1.320  3.345  0.809
N  -1.843  2.325  0.769
H  1.471  6.652  0.785
H  -0.123  6.867  1.209
H  2.354  4.504  0.809
H  1.318  3.068  0.785
Cl  -5.196  -3.235  1.101
C  -3.853  -3.052  2.159
Cl  -4.418  -2.521  3.715
C  -2.882  -1.978  1.609
O  -1.752  -2.419  1.482
O  -3.250  -0.806  1.317
H  -3.306  -4.000  2.273